A structure of composition C5H10OPPr. Source: the Open Molecules 2025 dataset; level of theory: the ωB97M-V functional and the def2-TZVPD basis.

```
18
Properties=species:S:1:pos:R:3:mulliken_charge:R:1
C -0.04 1.10 -1.20 -0.581
C 0.71 0.67 -2.25 -0.245
C 1.25 -0.61 -2.49 -0.468
C 1.11 -1.79 -1.69 -0.113
C 0.38 -1.91 -0.53 -0.898
Pr 0.62 0.03 0.62 0.648
P -1.59 1.75 1.77 -0.211
H -0.37 2.12 -1.13 0.296
H 0.94 1.38 -3.07 0.250
H 1.81 -0.72 -3.42 0.289
H 0.31 -2.83 0.04 0.357
H 1.64 -2.64 -2.16 0.269
H -2.85 1.22 2.20 0.113
H -2.05 2.80 0.92 0.127
H -1.24 2.53 2.93 0.109
O -0.08 -1.32 2.83 -0.637
H 0.42 -0.76 3.49 0.367
H -0.97 -1.01 3.14 0.327
```

Values from the calculation:
- 2S+1: 3
- Orbital gap (alpha / beta): 4.63 / 4.60 eV
- Charge: 0
- HOMO (alpha / beta): -5.473 / -5.448 eV
- Energy: -30745.613 eV
- Strongest force on any atom: 2.8 eV/A